No. 1
{
  "formula": "C12H7EuN2O5S",
  "method": "wB97M-V/def2-TZVPD",
  "s2": 15.77,
  "charge": 1,
  "spin_multiplicity": 8,
  "energy_ha": -2055.33937,
  "orbital_gap_ev": [5.3, 5.6],
  "mol_weight_g_mol": 443.23,
  "largest_force_ev_per_a": 5.292,
  "elements": ["O", "C", "Eu", "O", "C", "C", "O", "C", "O", "C", "O", "H", "N", "C", "N", "C", "C", "C", "C", "C", "C", "S", "H", "H", "H", "H", "H", "H"],
  "positions_angstrom": [[3.418, -2.320, -0.908], [2.860, -1.316, -0.722], [-0.010, -0.291, 0.144], [1.016, -3.819, -0.430], [0.882, -2.678, -0.359], [0.900, 2.139, -0.132], [0.836, 3.288, -0.226], [0.249, -0.064, -2.488], [-0.232, 0.164, -3.500], [1.712, -0.128, 2.207], [1.823, -0.082, 3.344], [1.720, 0.755, -0.426], [-3.238, -1.968, -1.034], [-3.388, -1.063, -0.052], [-2.442, -0.302, 0.518], [-2.959, 0.563, 1.536], [-2.357, 1.522, 2.392], [-3.182, 2.189, 3.312], [-4.567, 1.934, 3.419], [-5.161, 0.974, 2.569], [-4.337, 0.336, 1.658], [-4.967, -0.914, 0.524], [-4.099, -2.419, -1.319], [-2.386, -2.141, -1.530], [-1.296, 1.745, 2.353], [-2.809, 2.940, 4.001], [-5.223, 2.441, 4.137], [-6.221, 0.669, 2.548]],
  "lowdin_spin": [0.004, 0.007, 7.005, 0.009, 0.009, -0.029, -0.007, 0.006, 0.011, 0.002, 0.007, -0.023, 0.003, 0.002, -0.012, 0.001, 0.002, 0.000, 0.000, 0.000, 0.000, 0.001, 0.000, 0.002, 0.002, 0.000, 0.000, 0.000]
}



No. 2
{
  "formula": "C30H45Cl2N2PPr",
  "method": "wB97M-V/def2-TZVPD",
  "s2": 2.01,
  "charge": -1,
  "spin_multiplicity": 3,
  "energy_ha": -3058.51292,
  "orbital_gap_ev": [4.0, 4.0],
  "mol_weight_g_mol": 676.49,
  "largest_force_ev_per_a": 4.836,
  "elements": ["P", "C", "C", "C", "C", "C", "C", "C", "C", "C", "C", "C", "C", "C", "C", "C", "C", "C", "C", "H", "H", "H", "H", "H", "H", "H", "H", "H", "H", "H", "H", "H", "H", "H", "H", "H", "H", "H", "H", "H", "H", "H", "H", "H", "H", "H", "H", "H", "H", "H", "H", "H", "Pr", "Cl", "Cl", "C", "H", "C", "C", "C", "C", "C", "C", "H", "H", "H", "H", "H", "N", "C", "C", "C", "C", "C", "N", "H", "H", "H", "H", "H", "H"],
  "positions_angstrom": [[0.020, -0.761, -1.308], [1.618, -0.132, -2.099], [1.926, -0.486, -3.557], [3.355, -0.047, -3.923], [3.564, 1.450, -3.669], [3.225, 1.818, -2.221], [1.799, 1.372, -1.854], [-1.416, 0.152, -2.133], [-1.404, 0.327, -3.651], [-2.749, 0.902, -4.137], [-3.070, 2.227, -3.437], [-3.047, 2.070, -1.913], [-1.708, 1.488, -1.428], [-0.127, -2.460, -2.080], [1.063, -3.325, -1.632], [0.974, -4.749, -2.197], [-0.350, -5.420, -1.815], [-1.541, -4.564, -2.258], [-1.452, -3.137, -1.695], [2.372, -0.651, -1.472], [1.214, 0.024, -4.223], [1.814, -1.562, -3.739], [3.564, -0.291, -4.972], [4.069, -0.621, -3.314], [4.596, 1.735, -3.902], [2.915, 2.021, -4.347], [3.936, 1.326, -1.544], [3.328, 2.898, -2.066], [1.579, 1.620, -0.805], [1.081, 1.927, -2.476], [-2.255, -0.522, -1.882], [-3.545, 0.175, -3.923], [-1.196, -0.625, -4.160], [-0.603, 1.027, -3.932], [-2.727, 1.040, -5.225], [-4.044, 2.604, -3.765], [-2.323, 2.977, -3.732], [-3.232, 3.034, -1.426], [-3.858, 1.395, -1.606], [-1.724, 1.342, -0.338], [-0.904, 2.206, -1.645], [-0.098, -2.361, -3.185], [2.013, -2.865, -1.933], [1.065, -3.366, -0.532], [1.055, -4.706, -3.292], [1.823, -5.343, -1.838], [-0.385, -5.548, -0.724], [-0.413, -6.419, -2.256], [-2.483, -5.026, -1.943], [-1.560, -4.512, -3.355], [-2.308, -2.550, -2.052], [-1.524, -3.169, -0.596], [-0.059, 0.097, 3.080], [-2.290, -0.474, 2.220], [2.299, 0.307, 2.507], [-0.464, 1.938, 4.224], [-0.720, 1.739, 5.260], [-0.537, 3.082, 3.557], [-1.248, 4.122, 4.211], [-1.380, 5.359, 3.634], [-0.812, 5.637, 2.379], [-0.092, 4.639, 1.707], [0.058, 3.381, 2.257], [-1.678, 3.884, 5.177], [-1.932, 6.136, 4.160], [0.364, 4.850, 0.744], [0.653, 2.606, 1.767], [-0.921, 6.621, 1.935], [-1.268, -2.281, 5.302], [-0.203, -1.700, 5.931], [0.215, -2.116, 7.210], [1.295, -1.506, 7.828], [1.978, -0.471, 7.183], [1.547, -0.081, 5.927], [0.476, -0.691, 5.310], [-1.584, -2.013, 4.369], [-1.791, -3.027, 5.752], [-0.324, -2.916, 7.704], [1.616, -1.823, 8.815], [2.823, 0.021, 7.653], [2.061, 0.742, 5.404]],
  "lowdin_spin": [0.000, 0.000, 0.000, 0.000, 0.000, 0.000, 0.000, 0.000, 0.000, 0.000, 0.000, 0.000, 0.000, 0.000, 0.000, 0.000, 0.000, 0.000, 0.000, 0.000, 0.000, 0.000, 0.000, 0.000, 0.000, 0.000, 0.000, 0.000, 0.000, 0.000, 0.000, 0.000, 0.000, 0.000, 0.000, 0.000, 0.000, 0.000, 0.000, 0.000, 0.000, 0.000, 0.000, 0.000, 0.000, 0.000, 0.000, 0.000, 0.000, 0.000, 0.000, 0.000, 2.046, -0.005, -0.005, -0.018, -0.001, -0.005, -0.003, -0.001, -0.004, 0.000, -0.003, 0.000, 0.000, 0.000, 0.000, 0.000, 0.000, 0.000, 0.000, 0.000, 0.000, 0.001, -0.003, 0.000, 0.000, 0.000, 0.000, 0.000, 0.000]
}



No. 3
{
  "formula": "C15H29B2ClNO10S",
  "method": "wB97M-V/def2-TZVPD",
  "charge": -1,
  "energy_ha": -2304.33646,
  "orbital_gap_ev": 3.2,
  "mol_weight_g_mol": 472.54,
  "largest_force_ev_per_a": 1.922,
  "elements": ["C", "O", "B", "O", "C", "B", "O", "O", "O", "S", "O", "O", "O", "C", "C", "C", "C", "O", "Cl", "H", "H", "H", "H", "H", "H", "H", "H", "H", "H", "H", "C", "C", "C", "C", "C", "C", "N", "O", "C", "C", "C", "H", "H", "H", "H", "H", "H", "H", "H", "H", "H", "H", "H", "H", "H", "H", "H", "H", "H"],
  "positions_angstrom": [[-1.662, 0.084, 0.986], [-2.188, -0.936, 0.082], [-3.405, -0.804, -0.468], [-4.520, -0.462, 0.280], [-3.635, -1.096, -2.073], [-3.603, 0.340, -2.784], [-3.788, 0.476, -4.127], [-3.375, 1.438, -1.962], [-5.002, -1.622, -2.301], [-5.016, -3.142, -1.797], [-5.312, -3.264, -0.409], [-5.794, -3.879, -2.745], [-3.468, -3.403, -1.990], [-2.834, -2.248, -2.697], [-3.074, -2.535, -4.193], [-1.351, -2.292, -2.331], [-0.653, -0.988, -2.645], [-0.353, -0.173, -1.883], [-0.308, -0.730, -4.392], [-1.392, 0.954, 0.391], [-2.416, 0.340, 1.733], [-0.776, -0.305, 1.488], [-4.987, 0.313, -0.049], [-3.771, 1.407, -4.388], [-4.000, 2.155, -2.126], [-3.952, -3.169, -4.320], [-3.203, -1.624, -4.772], [-2.221, -3.072, -4.611], [-0.820, -3.078, -2.874], [-1.215, -2.462, -1.262], [2.532, 2.194, -0.099], [2.603, 0.950, 0.811], [4.062, 0.481, 0.887], [4.976, 1.371, 1.737], [4.213, 2.082, 2.867], [2.897, 1.405, 3.273], [2.039, 1.325, 2.114], [0.797, 0.725, 2.405], [2.210, 2.318, 4.290], [3.181, 0.057, 3.967], [1.789, -0.156, 0.160], [1.494, 2.522, -0.180], [2.909, 1.987, -1.111], [3.116, 3.017, 0.320], [4.080, -0.531, 1.300], [4.466, 0.387, -0.128], [5.772, 0.751, 2.161], [5.481, 2.113, 1.111], [4.865, 2.176, 3.742], [3.976, 3.106, 2.561], [1.933, 3.259, 3.814], [2.882, 2.533, 5.131], [1.307, 1.847, 4.676], [3.809, 0.201, 4.854], [3.692, -0.648, 3.310], [2.240, -0.395, 4.282], [2.194, -0.387, -0.834], [0.763, 0.153, 0.055], [1.813, -1.064, 0.765]],
  "mulliken_charge": [-0.804, -0.356, 1.305, -0.434, -0.002, 0.761, -0.638, -0.651, -0.548, 1.193, -0.603, -0.651, -0.484, 1.093, -1.497, -1.421, 0.493, -0.283, -0.213, 0.233, 0.362, 0.294, 0.288, 0.288, 0.267, 0.357, 0.267, 0.387, 0.776, 0.189, -1.902, 1.749, -1.376, -0.692, -1.398, 1.853, 0.272, -0.814, -2.005, -1.773, -1.380, 0.350, 0.322, 0.414, 0.365, 0.609, 0.365, 0.331, 0.538, 0.296, 0.433, 0.403, 0.360, 0.414, 0.335, 0.340, 0.358, -0.243, 0.505]
}



No. 4
{
  "formula": "C3H2KO3",
  "method": "wB97M-V/def2-TZVPD",
  "e_above_lowest_kcal_mol": 151.04,
  "charge": 1,
  "energy_ha": -940.63037,
  "orbital_gap_ev": [7.9, 7.9],
  "mol_weight_g_mol": 125.14,
  "largest_force_ev_per_a": 1.358,
  "elements": ["O", "C", "H", "H", "O", "K", "O", "C", "C"],
  "positions_angstrom": [[0.106, 1.546, -1.241], [-0.941, 2.184, -1.401], [-0.983, 2.826, -2.285], [-1.718, 2.137, -0.629], [0.091, 0.446, -0.317], [2.479, 0.055, 0.502], [0.964, -2.223, 1.161], [0.380, -3.042, 1.761], [-0.377, -3.929, 2.448]],
  "mulliken_charge": [0.012, -0.013, 0.280, 0.291, -0.541, 0.982, -0.248, 0.806, -0.569]
}